Here is a cluster of 2 separate species, C6H10N3O4 in total in a non-equilibrium geometry from the OMol25 dataset. Energies are from the ωB97M-V functional and the def2-TZVPD basis.

```
! RIJCOSX wB97M-V def2-TZVPD def2/J DEFGRID3
* xyz 1 1
C -0.17 0.21 0.10
C -1.01 1.97 1.67
C 2.77 -1.27 -2.57
C -0.91 -0.54 2.18
C -0.18 0.63 1.52
C -1.29 -1.59 -1.24
N -0.41 3.02 1.11
N 3.92 -1.43 -2.80
N -0.90 -0.85 -0.07
O 0.47 0.87 -0.82
O -2.06 1.96 2.25
O 1.69 -0.96 -2.27
O -1.40 -1.36 1.11
H -0.26 -1.15 2.82
H -1.77 -0.18 2.76
H 0.82 0.82 1.91
H -2.35 -1.80 -1.16
H -1.09 -1.01 -2.14
H -0.75 -2.54 -1.28
H 0.48 2.96 0.64
H -0.87 3.92 1.15
H 0.69 0.34 -1.63
H 4.59 -2.03 -3.23
*
```

Energy relative to the best compared isomer or geometry (same formula, charge and spin)   0.00 kcal per mole
HOMO-LUMO gap   10.522 eV

Mulliken atomic charge list, values in e, 4 entries: 0.2589, 0.4145, 0.4072, -0.6072



Here is the molecule C6H10N3P in a non-equilibrium geometry from the OMol25 dataset. Energies are from the ωB97M-V functional and the def2-TZVPD basis.

```
! RIJCOSX wB97M-V def2-TZVPD def2/J DEFGRID3
* xyz 0 3
C 0.59 -1.38 -0.08
C 0.93 -0.07 -0.23
C -0.85 -1.84 0.04
C 0.03 1.07 -0.75
C -1.80 -0.60 -0.04
C -1.18 0.80 0.17
N 1.63 -2.21 -0.04
N 2.75 -1.53 -0.01
N 2.55 -0.24 -0.04
P 3.78 0.93 0.11
H -1.09 -2.58 -0.64
H -1.03 -2.27 1.07
H 0.55 2.11 -0.55
H -0.33 0.93 -1.80
H -2.28 -0.62 -1.04
H -2.63 -0.71 0.62
H -0.81 0.96 1.21
H -1.95 1.45 -0.03
H 4.85 -0.03 -0.09
H 3.86 0.61 1.59
*
```

Energy relative to the best compared isomer or geometry (same formula, charge and spin)   28.44 kcal per mole
HOMO-LUMO gap (spin up / spin down)   6.241 / 7.177 eV

Mulliken atomic charge list, values in e, 4 entries: 0.3035, 0.1261, -0.4445, -0.3883



Here is a cluster of 2 separate species, C6H10N3S in total in a non-equilibrium geometry from the OMol25 dataset. Energies are from the ωB97M-V functional and the def2-TZVPD basis.

```
! RIJCOSX wB97M-V def2-TZVPD def2/J DEFGRID3
* xyz 1 1
C -2.29 -0.20 -1.19
C -2.29 -0.81 0.90
C -2.12 1.03 -0.64
C 0.93 1.03 0.29
C 0.90 -1.15 -0.58
C 2.22 -0.63 1.35
N -2.37 -1.22 -0.31
N 1.38 -0.27 0.23
N 1.21 1.88 -0.63
S -2.08 0.91 1.08
H -2.39 -0.42 -2.24
H -2.35 -1.44 1.76
H 0.26 -0.86 -1.40
H 1.08 -2.20 -0.42
H -2.05 1.98 -1.13
H 3.16 -0.08 1.30
H 1.73 -0.36 2.28
H 2.43 -1.70 1.34
H 0.85 2.82 -0.53
H 1.78 1.70 -1.46
*
```

Energy relative to the best compared isomer or geometry (same formula, charge and spin)   64.32 kcal per mole
HOMO-LUMO gap (spin up / spin down)   8.089 / 8.089 eV

Mulliken atomic charge list, values in e, 4 entries: -0.7658, -0.0453, -0.1077, -0.2699